Entry 1:
{
  "formula": "C6H8N2",
  "method": "ωB97M-V/def2-TZVPD",
  "spin_multiplicity": 1,
  "orbital_gap_ev": 9.08,
  "relative_energy_kcal_mol": 150.1,
  "species": ["H", "H", "H", "C", "H", "C", "C", "N", "C", "N", "H", "C", "H", "H", "H", "C"],
  "xyz": [[1.476, 0.089, 1.716], [1.656, 2.190, 0.267], [-2.204, 0.485, -1.443], [0.817, 0.258, 0.881], [-2.885, -0.033, -0.051], [0.802, 1.562, 0.116], [-0.849, -0.043, -0.011], [-2.109, -0.192, -0.689], [-0.446, 1.087, 1.017], [0.861, -2.077, -0.399], [0.256, 0.571, -2.030], [0.473, 0.447, -0.986], [0.590, -2.702, 0.355], [-0.754, 1.274, 2.024], [1.850, -2.166, -0.613], [0.467, -0.751, -0.155]]
}

---

Entry 2:
{
  "formula": "C27H22BF4O17",
  "method": "ωB97M-V/def2-TZVPD",
  "spin_multiplicity": 1,
  "total_charge": -1,
  "orbital_gap_ev": 6.08,
  "relative_energy_kcal_mol": 82.0,
  "species": ["C", "O", "H", "H", "F", "H", "O", "C", "H", "H", "O", "C", "O", "C", "H", "O", "C", "C", "O", "C", "C", "O", "C", "O", "H", "H", "H", "C", "H", "C", "C", "C", "B", "C", "C", "H", "C", "H", "C", "C", "C", "C", "H", "C", "C", "F", "C", "O", "O", "H", "H", "C", "C", "C", "C", "O", "O", "F", "H", "O", "H", "F", "O", "H", "O", "O", "O", "H", "H", "H", "H"],
  "xyz": [[0.492, 4.121, -4.290], [-2.875, 1.975, 5.028], [3.113, 2.122, 2.513], [-0.031, -3.169, -1.054], [0.590, -0.048, 1.328], [-1.969, 2.358, 0.512], [-1.490, 5.698, -7.108], [5.827, 1.705, 1.761], [-1.077, 0.770, 2.168], [3.002, 3.929, 1.832], [2.046, -5.192, 3.518], [0.124, -6.349, -1.077], [1.592, -2.463, 2.735], [-1.970, -3.713, 3.349], [2.167, -7.868, -4.868], [1.831, -8.158, -4.066], [-2.618, 2.783, 1.420], [-2.393, 2.075, 2.762], [1.442, -5.631, -4.935], [3.583, 2.817, 1.658], [0.648, -7.443, -1.888], [5.559, 4.040, 1.925], [-3.068, 2.518, 3.966], [-2.754, -6.007, 3.779], [-3.571, -5.407, 3.443], [0.571, 3.921, -6.491], [5.219, 0.902, 2.295], [-0.890, 5.569, -5.801], [-2.386, 6.245, -7.108], [0.881, -4.689, 3.378], [0.185, -5.007, -1.517], [-1.503, 6.242, -4.735], [0.783, 0.195, -0.096], [-0.203, 4.657, -3.158], [-3.942, 3.657, 3.909], [0.713, -8.328, -1.566], [0.591, -4.770, -3.057], [0.992, 3.652, -2.225], [1.131, -5.905, -3.821], [-1.177, 5.869, -3.445], [0.064, 4.511, -5.636], [-4.132, 4.423, 2.531], [-1.663, 6.222, -2.540], [5.013, 2.982, 1.836], [-1.666, -5.089, 3.716], [1.375, 1.412, -0.356], [1.210, -7.200, -3.249], [-3.535, 4.617, 0.298], [-2.471, 7.095, -4.835], [6.795, 1.979, 2.286], [-1.214, -1.939, 2.633], [-3.385, 4.036, 1.321], [0.500, -3.288, 3.051], [-0.201, -5.531, 3.808], [-0.951, -2.905, 2.887], [-3.170, -3.397, 3.084], [0.271, 4.215, -2.003], [-0.420, 0.248, -0.608], [1.481, -1.676, 2.404], [1.302, 3.184, -4.201], [3.435, 2.587, 0.638], [1.494, -0.824, -0.701], [-1.425, 1.097, 2.881], [0.138, -6.569, 3.913], [-0.484, -6.749, -0.018], [-4.886, 5.560, 2.634], [0.070, -4.061, -0.534], [6.008, 1.374, 0.571], [0.939, -3.827, -3.424], [-4.501, 3.940, 4.915], [-5.155, 5.898, 1.722]]
}

---

Entry 3:
{
  "formula": "C2H2",
  "method": "ωB97M-V/def2-TZVPD",
  "spin_multiplicity": 1,
  "smiles": "C#C",
  "orbital_gap_ev": 11.65,
  "relative_energy_kcal_mol": 19.9,
  "species": ["H", "C", "H", "C"],
  "xyz": [[1.694, 0.036, 0.059], [-0.631, -0.281, -0.003], [-1.669, 0.376, -0.018], [0.607, -0.132, -0.038]]
}

---

Entry 4:
{
  "formula": "C9H12Cl2HoN2O4Y",
  "method": "ωB97M-V/def2-TZVPD",
  "spin_multiplicity": 5,
  "total_charge": 4,
  "orbital_gap_ev": [5.08, 2.18],
  "species": ["H", "Ho", "H", "O", "O", "C", "Cl", "H", "O", "C", "H", "H", "C", "H", "C", "H", "C", "H", "C", "H", "C", "N", "Cl", "N", "Y", "H", "H", "O", "C", "H", "C"],
  "xyz": [[1.741, 1.441, 4.179], [-0.245, -0.587, -5.885], [-0.473, 0.669, 5.211], [-0.224, -3.061, -0.454], [-0.381, 0.588, -9.265], [-2.003, 0.081, 0.902], [-1.443, 1.461, -4.961], [-2.347, 0.819, 3.397], [0.482, 0.196, 0.205], [1.071, 0.697, 3.790], [-0.505, 2.094, 4.219], [3.206, -0.301, 2.490], [-0.326, 1.021, 4.188], [-1.898, -0.962, 0.529], [-0.527, -2.199, -1.191], [1.365, -0.247, 4.237], [0.185, -1.810, -8.025], [3.229, 1.434, 2.250], [-0.135, 0.057, -8.237], [2.844, 0.377, 0.885], [-1.367, 0.342, 3.321], [-0.985, 0.379, 1.920], [0.850, -1.657, -3.830], [1.303, 0.607, 2.353], [-0.358, -0.143, -1.812], [-1.495, -0.697, 3.679], [-1.954, 0.784, 0.081], [0.362, -2.444, -9.001], [2.710, 0.518, 1.958], [-2.973, 0.178, 1.374], [0.292, 0.367, 1.493]]
}

---

Entry 5:
{
  "formula": "CH5ClNP",
  "method": "ωB97M-V/def2-TZVPD",
  "spin_multiplicity": 1,
  "smiles": "C=PCl.N",
  "orbital_gap_ev": [9.73, 9.73],
  "relative_energy_kcal_mol": 28.7,
  "species": ["H", "H", "N", "P", "Cl", "H", "C", "H", "H"],
  "xyz": [[1.485, -0.116, -1.431], [-1.134, 0.088, 0.465], [1.150, -0.089, -0.475], [-2.010, -0.044, 2.690], [-3.931, -0.476, 3.152], [-2.934, -0.261, 0.457], [-2.038, -0.068, 1.026], [1.822, -0.591, 0.093], [1.167, 0.881, -0.174]]
}

---

Entry 6:
{
  "formula": "C6H10N2O",
  "method": "ωB97M-V/def2-TZVPD",
  "spin_multiplicity": 1,
  "smiles": "C=NC(=C)/C(N)=C(/C)O",
  "orbital_gap_ev": 8.55,
  "relative_energy_kcal_mol": 74.7,
  "species": ["H", "C", "C", "H", "C", "N", "H", "H", "H", "H", "C", "N", "O", "C", "H", "C", "H", "H", "H"],
  "xyz": [[2.363, -0.136, -2.109], [1.054, 0.686, -0.701], [-1.441, -1.721, 0.927], [-1.512, -1.905, 1.997], [-0.066, 2.074, 1.024], [0.885, 2.046, 0.229], [-2.391, -1.344, 0.546], [-1.241, -2.678, 0.441], [-0.245, 2.882, 1.726], [-0.667, 1.022, 1.178], [2.144, 0.690, -1.448], [-0.841, -0.455, -1.688], [0.686, -0.914, 1.622], [-0.322, -0.746, 0.682], [-0.871, 0.351, -2.300], [0.009, -0.285, -0.577], [1.444, -0.369, 1.377], [2.790, 1.553, -1.471], [-1.778, -0.752, -1.454]]
}

---

Entry 7:
{
  "formula": "C2HCl2F",
  "method": "ωB97M-V/def2-TZVPD",
  "spin_multiplicity": 1,
  "orbital_gap_ev": [9.76, 8.16],
  "relative_energy_kcal_mol": 125.2,
  "species": ["Cl", "C", "H", "C", "Cl", "F"],
  "xyz": [[0.854, 0.346, 2.123], [0.021, -0.655, -0.168], [-0.830, -0.092, -2.807], [0.055, 0.367, 0.618], [-0.433, 1.900, 0.146], [0.333, -1.866, 0.088]]
}

---

Number 1: energy -342.69468 hartree. Number 2: energy -2745.26363 hartree. Number 3: energy -77.29154 hartree. Number 4: energy -2665.73837 hartree. Number 5: energy -897.38721 hartree. Number 6: energy -419.26738 hartree. Number 7: energy -1096.83007 hartree.